[1]
{
  "formula": "C71H133BeCl48NO3",
  "method": "ωB97M-V/def2-TZVPD",
  "species": ["Be", "C", "C", "C", "C", "C", "C", "N", "O", "C", "C", "C", "H", "H", "H", "H", "H", "H", "H", "H", "H", "H", "H", "H", "H", "H", "H", "H", "H", "H", "C", "C", "O", "O", "H", "H", "H", "C", "Cl", "Cl", "Cl", "Cl", "C", "Cl", "Cl", "Cl", "Cl", "C", "Cl", "Cl", "Cl", "Cl", "C", "Cl", "Cl", "Cl", "Cl", "C", "Cl", "Cl", "Cl", "Cl", "C", "Cl", "Cl", "Cl", "Cl", "C", "Cl", "Cl", "Cl", "Cl", "C", "Cl", "Cl", "Cl", "Cl", "C", "Cl", "Cl", "Cl", "Cl", "C", "Cl", "Cl", "Cl", "Cl", "C", "Cl", "Cl", "Cl", "Cl", "C", "Cl", "Cl", "Cl", "Cl", "C", "C", "C", "C", "C", "C", "H", "H", "H", "H", "H", "H", "H", "H", "H", "H", "H", "H", "H", "H", "C", "C", "C", "C", "C", "C", "H", "H", "H", "H", "H", "H", "H", "H", "H", "H", "H", "H", "H", "H", "C", "C", "C", "C", "C", "C", "H", "H", "H", "H", "H", "H", "H", "H", "H", "H", "H", "H", "H", "H", "C", "C", "C", "C", "C", "C", "H", "H", "H", "H", "H", "H", "H", "H", "H", "H", "H", "H", "H", "H", "C", "C", "C", "C", "C", "C", "H", "H", "H", "H", "H", "H", "H", "H", "H", "H", "H", "H", "H", "H", "C", "C", "C", "C", "C", "C", "H", "H", "H", "H", "H", "H", "H", "H", "H", "H", "H", "H", "H", "H", "C", "C", "C", "C", "C", "C", "H", "H", "H", "H", "H", "H", "H", "H", "H", "H", "H", "H", "H", "H", "C", "C", "C", "C", "C", "C", "H", "H", "H", "H", "H", "H", "H", "H", "H", "H", "H", "H", "H", "H"],
  "positions_angstrom": [[0.688, 4.689, 1.069], [1.539, 2.388, 2.655], [0.890, 1.982, 1.308], [0.119, 0.652, 1.710], [-1.104, 0.398, 0.752], [-2.009, 1.697, 0.888], [-1.195, 2.914, 0.302], [0.102, 3.152, 0.939], [-1.141, 9.348, 2.315], [-2.024, 4.161, 0.652], [-1.276, 2.853, -1.202], [1.953, 1.779, 0.306], [2.153, 3.287, 2.641], [2.303, 1.610, 2.808], [0.779, 2.398, 3.490], [-0.107, 0.607, 2.774], [0.848, -0.165, 1.513], [-1.799, -0.394, 1.066], [-0.910, 0.298, -0.277], [-2.192, 2.074, 1.926], [-2.949, 1.578, 0.303], [-2.120, 4.401, 1.718], [-3.062, 4.188, 0.358], [-1.626, 5.084, 0.231], [-1.077, 1.849, -1.690], [-0.554, 3.517, -1.684], [-2.256, 3.156, -1.480], [1.598, 1.391, -0.604], [2.695, 1.035, 0.684], [2.394, 2.742, 0.069], [1.879, 7.968, 1.160], [1.333, 6.553, 1.134], [1.303, 5.801, 2.187], [0.860, 6.030, 0.066], [2.805, 7.929, 1.775], [1.169, 8.648, 1.747], [2.003, 8.222, 0.136], [-8.301, 1.681, 2.488], [-7.793, 1.606, 4.254], [-7.881, 3.259, 1.772], [-7.590, 0.307, 1.551], [-10.018, 1.488, 2.422], [-5.232, 7.703, -3.187], [-4.114, 6.382, -3.782], [-4.230, 9.075, -2.662], [-6.293, 8.095, -4.610], [-6.274, 7.142, -1.841], [0.823, 4.032, 7.268], [2.492, 3.499, 7.340], [-0.070, 3.005, 6.078], [0.156, 3.681, 8.853], [0.762, 5.708, 6.821], [5.495, 2.608, 2.053], [4.846, 1.243, 2.967], [7.114, 3.086, 2.596], [5.611, 2.306, 0.241], [4.491, 4.033, 2.065], [-1.874, -1.602, -4.201], [-1.908, -0.125, -5.148], [-0.406, -1.694, -3.318], [-3.283, -1.510, -3.054], [-2.085, -2.986, -5.246], [-5.328, 8.047, 3.049], [-5.242, 8.313, 4.824], [-4.477, 6.663, 2.567], [-7.069, 7.822, 2.469], [-4.611, 9.504, 2.307], [4.653, 4.218, -7.197], [4.854, 2.532, -7.579], [4.240, 5.145, -8.562], [3.445, 4.360, -5.823], [6.256, 4.775, -6.586], [-5.554, -3.483, 4.004], [-6.209, -1.804, 4.099], [-3.853, -3.426, 3.434], [-5.535, -4.222, 5.606], [-6.530, -4.548, 3.011], [4.057, -0.914, 6.728], [5.368, 0.170, 6.682], [4.026, -1.458, 8.503], [2.486, -0.172, 6.586], [4.307, -2.309, 5.578], [0.233, -4.440, 3.865], [1.557, -3.766, 4.754], [-1.149, -4.784, 4.936], [-0.193, -3.428, 2.497], [0.869, -6.054, 3.248], [-6.807, 2.219, -2.904], [-8.354, 2.981, -2.393], [-5.463, 3.268, -2.424], [-6.669, 0.754, -1.919], [-6.783, 1.880, -4.616], [-3.123, -6.390, -1.727], [-2.108, -5.808, -3.040], [-2.330, -6.783, -0.234], [-4.355, -5.208, -1.332], [-3.928, -7.810, -2.314], [2.745, -7.368, -8.526], [2.463, -5.902, -8.289], [2.985, -5.360, -6.964], [1.924, -5.276, -5.875], [2.401, -5.069, -4.450], [3.033, -6.325, -3.718], [2.215, -7.939, -7.769], [3.838, -7.521, -8.449], [2.407, -7.692, -9.577], [2.925, -5.307, -9.059], [1.389, -5.697, -8.306], [3.502, -4.414, -7.060], [3.816, -6.052, -6.565], [1.104, -4.591, -6.146], [1.352, -6.223, -5.905], [3.195, -4.349, -4.481], [1.661, -4.702, -3.738], [3.485, -6.940, -4.505], [3.667, -5.973, -2.895], [2.269, -6.881, -3.226], [-7.516, -2.403, -1.990], [-8.446, -3.261, -1.110], [-9.510, -2.398, -0.377], [-10.266, -3.254, 0.633], [-11.532, -2.635, 1.034], [-12.210, -3.304, 2.253], [-6.732, -1.914, -1.306], [-8.021, -1.532, -2.413], [-7.067, -2.994, -2.785], [-8.933, -4.050, -1.703], [-7.843, -3.833, -0.408], [-10.231, -2.156, -1.138], [-9.048, -1.541, 0.064], [-10.348, -4.257, 0.247], [-9.718, -3.347, 1.583], [-11.381, -1.631, 1.381], [-12.185, -2.681, 0.193], [-12.689, -4.219, 1.960], [-11.453, -3.428, 3.025], [-13.073, -2.783, 2.659], [4.485, -5.740, 7.522], [3.959, -6.602, 8.669], [2.528, -6.166, 8.994], [2.317, -4.722, 9.499], [0.762, -4.410, 9.721], [0.366, -3.014, 10.154], [4.720, -4.764, 7.846], [3.844, -5.632, 6.674], [5.435, -6.171, 7.137], [4.028, -7.714, 8.495], [4.637, -6.536, 9.553], [2.115, -6.925, 9.653], [1.968, -6.146, 8.127], [2.906, -4.382, 10.387], [2.615, -4.057, 8.725], [0.306, -4.519, 8.766], [0.380, -5.156, 10.442], [0.769, -2.945, 11.160], [0.749, -2.248, 9.461], [-0.692, -3.136, 10.354], [-3.594, 1.709, 10.026], [-2.729, 0.664, 9.385], [-3.120, 0.484, 7.936], [-2.329, -0.605, 7.181], [-2.699, -0.773, 5.690], [-2.350, 0.462, 4.908], [-4.664, 1.485, 9.927], [-3.410, 2.687, 9.710], [-3.423, 1.797, 11.113], [-1.688, 0.935, 9.420], [-2.792, -0.389, 9.830], [-2.939, 1.493, 7.520], [-4.181, 0.332, 7.879], [-1.256, -0.397, 7.270], [-2.450, -1.500, 7.792], [-2.206, -1.637, 5.328], [-3.776, -0.992, 5.619], [-1.270, 0.486, 4.878], [-2.586, 0.414, 3.830], [-2.794, 1.337, 5.315], [-0.030, 3.098, -8.243], [1.170, 2.231, -8.507], [0.913, 0.823, -8.999], [2.223, 0.027, -9.215], [2.001, -1.355, -9.702], [3.290, -2.103, -10.053], [-0.430, 3.559, -9.185], [0.284, 3.971, -7.571], [-0.852, 2.601, -7.723], [1.720, 2.724, -9.304], [1.890, 2.238, -7.656], [0.452, 0.872, -10.012], [0.200, 0.280, -8.419], [2.876, 0.602, -9.926], [2.793, -0.049, -8.264], [1.481, -1.888, -8.931], [1.430, -1.361, -10.614], [3.989, -1.504, -10.628], [3.799, -2.424, -9.120], [3.036, -2.965, -10.660], [-0.531, 5.447, -4.419], [-0.025, 6.701, -3.784], [-0.839, 7.176, -2.578], [-0.472, 8.558, -2.175], [-1.130, 8.980, -0.983], [-0.951, 10.477, -0.575], [0.118, 5.124, -5.239], [-1.556, 5.580, -4.664], [-0.510, 4.630, -3.728], [0.985, 6.588, -3.472], [-0.056, 7.555, -4.473], [-0.605, 6.527, -1.731], [-1.922, 7.139, -2.702], [0.591, 8.714, -2.156], [-0.867, 9.263, -2.994], [-2.242, 8.854, -1.071], [-0.895, 8.405, -0.107], [0.068, 10.747, -0.481], [-1.350, 10.951, -1.474], [-1.544, 10.720, 0.320], [8.271, -0.095, -1.195], [8.319, -1.538, -1.774], [8.132, -2.486, -0.567], [8.499, -3.913, -1.002], [7.611, -4.583, -2.015], [8.199, -5.920, -2.561], [7.319, -0.018, -0.602], [8.338, 0.711, -1.863], [9.077, -0.024, -0.420], [7.400, -1.657, -2.404], [9.234, -1.671, -2.352], [7.121, -2.345, -0.157], [8.816, -2.065, 0.168], [9.502, -3.799, -1.325], [8.599, -4.545, -0.119], [6.687, -4.796, -1.558], [7.436, -3.902, -2.875], [9.229, -5.868, -2.906], [8.331, -6.589, -1.724], [7.581, -6.429, -3.334], [3.467, -0.641, -4.692], [4.139, -1.092, -3.393], [3.361, -0.952, -2.110], [4.098, -1.264, -0.822], [3.297, -2.228, 0.056], [3.943, -2.600, 1.425], [2.702, -1.321, -5.057], [4.233, -0.380, -5.378], [3.039, 0.343, -4.516], [4.411, -2.125, -3.536], [5.068, -0.500, -3.317], [2.513, -1.662, -2.299], [2.935, 0.101, -2.059], [5.082, -1.748, -0.973], [4.345, -0.313, -0.313], [2.246, -2.013, 0.240], [3.258, -3.147, -0.568], [4.003, -1.714, 2.056], [3.392, -3.333, 1.991], [5.018, -2.883, 1.307]],
  "atomic_forces_ev_per_a": [[-1.0, -1.8, 0.0], [0.3, -1.3, 0.4], [-0.9, 0.9, 2.8], [0.4, -0.5, -2.8], [-1.9, 2.1, 3.4], [1.6, 0.6, -0.4], [-1.6, 0.7, 0.8], [-0.7, 0.7, -0.3], [0.0, 0.1, -0.2], [-0.3, 1.2, 0.8], [1.6, -1.3, -1.5], [1.6, -1.0, 0.4], [-0.5, 0.4, -0.1], [-0.4, 0.0, 0.7], [1.0, 0.2, -1.0], [-0.5, 0.2, -0.2], [-0.2, 0.3, 0.3], [0.7, -0.4, 0.0], [0.8, -0.4, -1.2], [-0.2, -1.2, -0.5], [0.5, 0.2, 0.5], [0.5, -0.5, 0.2], [-0.5, -0.6, -0.7], [0.4, 0.1, -0.4], [-0.2, 0.9, 0.8], [0.0, 0.2, 0.1], [-0.9, 0.1, -0.6], [-0.8, -0.6, -1.4], [-0.1, 0.6, -0.3], [0.5, 0.0, 0.1], [-0.7, -0.8, 2.1], [-0.1, 0.6, 0.8], [0.0, 0.1, -1.5], [0.4, -0.2, 0.9], [-0.4, 0.2, -0.7], [0.8, -0.9, -1.1], [0.3, 0.8, -0.6], [0.5, -0.3, 0.3], [0.0, 0.1, -1.4], [0.2, -0.6, 0.3], [0.1, 0.9, 0.6], [-0.8, 0.0, 0.1], [-0.1, -0.6, -0.7], [-0.9, 0.6, 0.6], [-0.7, -0.4, -0.4], [0.6, 0.1, 1.0], [0.7, 0.2, -0.6], [-0.1, -1.1, -0.3], [0.6, -0.1, -0.3], [0.2, 0.5, 0.3], [-0.5, 0.4, 0.4], [-0.3, 0.3, 0.0], [0.5, 0.3, -1.5], [0.5, 0.5, -0.5], [-0.2, -0.5, 0.2], [0.2, -0.8, 0.9], [-0.5, 0.5, 0.9], [-1.4, 0.4, 0.3], [0.1, 0.3, -0.3], [0.8, -0.2, 0.5], [0.5, -0.2, -0.3], [0.0, -0.3, -0.2], [-1.1, 1.3, 0.2], [-0.4, -0.4, -0.6], [0.8, -1.1, -0.2], [1.1, 0.5, 0.6], [-0.4, -0.3, -0.1], [0.7, -0.2, 1.9], [-0.3, -0.6, -0.3], [-0.6, 0.5, -0.7], [0.6, 0.1, -1.0], [-0.4, 0.1, 0.1], [0.5, 0.3, 0.4], [0.2, -0.9, -0.2], [-0.8, 0.1, -0.2], [0.0, 0.2, 0.4], [-0.1, 0.4, -0.5], [-0.5, -1.5, 1.7], [0.8, 0.9, -0.8], [0.2, -0.7, -0.8], [-0.2, 0.2, -1.0], [-0.2, 1.1, 0.9], [0.2, -1.6, -0.2], [0.2, 0.6, 0.4], [0.4, 0.3, -0.4], [-0.2, 0.0, 0.2], [-0.6, 0.7, 0.0], [-0.3, 0.2, 1.2], [0.3, 0.0, -0.5], [0.0, 0.2, -0.3], [0.1, -0.2, -0.4], [0.0, 0.0, 0.1], [-0.6, 0.1, -0.2], [0.5, 0.3, 0.3], [1.0, 0.0, 0.3], [-0.4, 0.8, -0.1], [-0.5, -1.1, -0.4], [0.0, -0.2, -1.3], [-0.1, 0.7, 0.2], [1.4, -1.3, 1.5], [-1.6, -1.1, 0.0], [0.8, -0.8, 1.1], [-0.5, 1.3, -1.2], [0.1, -0.4, 0.0], [-0.6, -0.2, 0.0], [0.4, 0.4, 1.6], [0.0, 0.2, -0.6], [0.0, -0.1, -0.3], [-0.1, 0.5, -0.2], [-1.0, 0.8, -0.6], [0.5, 0.4, 0.0], [0.3, -0.1, 0.1], [0.5, 0.8, 0.0], [-0.3, 0.3, -0.5], [0.5, -0.1, 0.7], [0.4, -0.3, -0.6], [-0.8, -0.7, 0.1], [0.5, 0.6, 1.5], [0.0, 0.4, -0.3], [0.5, -2.4, -0.6], [1.8, 0.3, 1.1], [-1.9, -0.3, 1.5], [0.0, 0.1, -0.7], [-0.7, -0.9, -1.1], [-0.3, -0.3, -0.2], [0.3, 0.1, 0.0], [-0.1, 0.4, 0.0], [0.1, 0.1, 0.3], [-0.3, 0.8, -0.4], [0.0, 0.7, 0.2], [-0.4, -0.5, -0.2], [0.5, -0.1, -0.4], [0.3, 0.9, -0.5], [-0.9, 0.5, -0.7], [0.4, -1.0, 0.0], [-0.2, -0.3, 0.2], [0.2, 0.7, 0.1], [1.7, -1.7, 0.0], [0.3, -0.3, 0.3], [1.2, 0.2, 2.3], [-1.2, 0.3, 1.3], [2.0, -0.9, 0.1], [0.9, -1.2, 1.0], [0.2, 1.2, 0.5], [-0.8, -0.2, -0.5], [-0.4, 0.3, 0.1], [-0.5, 1.1, -0.5], [-0.5, 0.5, -0.4], [-0.4, 0.2, 0.3], [-1.2, -0.6, -2.1], [-0.4, -0.7, -0.4], [0.5, 0.6, -0.8], [-0.5, -0.8, -0.9], [-0.1, 0.3, -0.4], [0.4, 0.9, 0.2], [-0.7, -0.1, 0.5], [-0.5, 1.0, -0.6], [-0.7, -1.2, 2.2], [-0.2, -2.2, -0.1], [1.1, 1.0, -0.8], [-0.2, 0.6, 0.5], [-1.3, 0.3, 1.5], [0.6, -1.0, -1.5], [0.2, 0.1, -0.2], [0.3, 1.5, -1.1], [0.0, -0.3, -0.2], [0.6, 0.2, 0.2], [-0.1, 1.5, 0.1], [-0.1, -0.4, -0.4], [-0.7, -0.4, -0.2], [0.0, 0.2, -0.1], [-0.2, -0.5, -0.4], [0.6, -0.9, -0.6], [0.2, 0.1, 0.0], [0.6, 0.7, 0.3], [-0.4, -0.2, 0.4], [-0.1, 0.8, 0.3], [-0.3, 2.0, 0.6], [1.0, 0.0, 0.1], [0.8, 0.0, -1.6], [0.5, 1.5, 0.6], [0.9, -0.5, -0.8], [0.0, -0.2, 1.0], [0.2, -0.5, 0.8], [-0.5, -1.0, -0.9], [0.1, -0.1, -0.1], [0.4, 0.1, -0.1], [-0.7, -0.2, -0.3], [0.0, 0.1, 0.5], [-0.4, -0.4, 0.8], [-0.5, -0.4, 0.5], [-0.2, 0.3, -0.3], [-0.6, -0.6, 0.3], [-0.7, 0.2, -0.3], [0.0, 0.3, -0.1], [-0.1, 0.0, -0.6], [0.1, -0.4, 0.1], [0.9, -0.3, 0.0], [-1.1, 1.2, 0.2], [0.4, -1.1, 0.3], [-0.2, 1.3, -3.2], [-2.4, 1.7, 3.4], [-1.2, -1.5, -1.4], [-0.5, 0.2, -0.3], [-0.8, 0.0, -0.9], [0.1, -0.5, 0.7], [1.1, -0.1, 0.3], [0.2, -0.3, -0.4], [-0.1, -0.2, 0.0], [0.2, -0.1, -0.3], [0.7, 0.0, 0.1], [0.7, -0.7, 0.7], [0.9, -0.1, 0.0], [0.4, -0.8, 0.5], [1.1, 0.3, 0.3], [-0.1, 0.9, 0.4], [0.2, 0.1, -0.1], [-0.3, -1.8, 2.3], [-2.0, 1.3, 0.4], [0.4, 0.3, -1.3], [-0.3, 0.3, 1.6], [1.3, 0.0, -1.9], [-0.2, 0.1, 0.3], [0.7, 0.2, -0.6], [0.1, 1.0, -1.1], [-0.5, 0.2, -0.7], [1.0, 0.1, -0.1], [-0.1, -0.4, 0.1], [0.1, -0.3, -0.2], [0.2, -0.6, 0.5], [1.1, -0.2, -0.8], [-0.2, -0.2, 0.1], [-1.4, -0.2, 0.5], [0.0, -0.3, 0.5], [0.0, 0.6, -0.5], [-0.4, -0.5, 0.4], [0.3, 0.5, 0.6], [-0.4, 0.8, 1.5], [1.0, 0.7, -0.5], [-1.6, 0.6, -1.0], [0.2, 0.2, 0.9], [0.6, -1.6, 0.4], [1.0, 1.1, -0.9], [0.1, 0.0, -0.2], [0.6, -0.5, -1.2], [-0.6, 0.1, 0.1], [0.4, -0.5, 0.2], [0.0, -0.3, 0.1], [0.2, 0.6, 0.8], [0.3, -1.2, 0.0], [-0.4, 0.1, -0.3], [-0.2, -0.4, 0.0], [-0.1, 0.7, -0.2], [-0.1, 0.2, 0.4], [-0.2, 0.3, 0.1], [-0.1, -0.5, 0.0], [-0.8, -0.2, 0.0]],
  "homo_energy_ev": -7.671,
  "lumo_energy_ev": -4.964,
  "energy_ha": -25169.0252,
  "max_force_ev_per_a": 4.54
}

[2]
{
  "formula": "C3H4N3",
  "method": "ωB97M-V/def2-TZVPD",
  "species": ["C", "C", "C", "N", "N", "N", "H", "H", "H", "H"],
  "positions_angstrom": [[3.557, -0.148, -0.100], [2.416, 0.225, 0.055], [-2.402, -0.029, -0.025], [1.229, 0.602, 0.220], [-1.095, 0.075, 0.331], [0.032, -0.012, 0.112], [4.586, -0.383, -0.042], [-2.628, 0.756, -0.846], [-3.192, -0.043, 0.839], [-2.503, -1.042, -0.543]],
  "atomic_forces_ev_per_a": [[-0.5, 0.6, 0.5], [2.8, -2.4, -0.6], [-4.2, -0.9, -2.0], [-7.7, 0.1, 0.1], [3.4, 0.1, 1.6], [3.7, 2.2, 0.0], [0.4, -0.2, -0.3], [0.2, -1.0, 1.5], [2.0, 0.4, -1.4], [0.0, 1.1, 0.5]],
  "charge": 1,
  "e_above_lowest_kj_mol": 486.3,
  "homo_energy_ev": [-14.046, -14.254],
  "lumo_energy_ev": [-7.094, -6.835],
  "energy_ha": -280.4439,
  "smiles": "C#CN=[N+]=NC",
  "max_force_ev_per_a": 7.65
}